No. 1
{
  "formula": "C5H10Cl2O2",
  "method": "wB97M-V/def2-TZVPD",
  "smiles": "CCOC(C)=O.ClCCl",
  "e_tot_ev": -34486.28865,
  "e_homo_ev": -10.0293,
  "species": ["C", "Cl", "Cl", "H", "H", "O", "C", "O", "C", "C", "C", "H", "H", "H", "H", "H", "H", "H", "H"],
  "coordinates": [[2.30065, -0.91032, 1.02458], [3.67432, -1.23125, 2.04921], [0.91046, -1.73855, 1.66296], [2.08996, 0.15757, 0.96717], [2.54308, -1.18466, -0.00210], [-0.21765, -1.21283, -0.79237], [-0.99183, -0.41038, -1.24155], [-1.57679, 0.55935, -0.51442], [-1.33622, 0.64311, 0.87271], [0.04959, 1.24358, 1.34745], [-1.26446, -0.30926, -2.73716], [-1.62942, -0.29721, 1.33954], [-2.06976, 1.38470, 1.18904], [0.25028, 0.98707, 2.38765], [0.17100, 2.29646, 1.09288], [0.86737, 0.74771, 0.82454], [-2.03022, 0.39483, -3.06268], [-1.35545, -1.27832, -3.22781], [-0.38490, 0.15842, -3.17963]],
  "forces_ev_per_angstrom": [[0.30, 0.26, -0.73], [0.78, 0.13, 0.23], [-0.11, -0.52, 0.47], [0.77, -0.56, 0.56], [-0.23, -0.57, 0.21], [-0.35, 0.03, -0.19], [0.34, 0.26, -0.63], [0.11, 0.05, -1.30], [0.34, 1.21, 1.53], [-0.48, -1.22, -1.38], [0.17, 0.68, -0.19], [0.57, -0.07, 0.07], [-0.20, -0.14, 0.04], [-0.38, 0.44, 0.11], [-0.42, 0.07, 0.39], [-1.04, 0.47, -0.21], [-0.46, -0.36, 0.49], [-0.16, 0.03, 0.36], [0.43, -0.17, 0.16]]
}

No. 2
{
  "formula": "C42H57N5O8P2S2Zr",
  "method": "wB97M-V/def2-TZVPD",
  "charge": 2,
  "e_tot_ev": -109835.76604,
  "e_homo_ev": -12.4230,
  "species": ["Zr", "C", "C", "N", "N", "C", "S", "S", "C", "C", "C", "C", "C", "C", "C", "C", "C", "C", "C", "C", "C", "O", "H", "H", "H", "H", "H", "H", "H", "H", "H", "H", "H", "H", "H", "H", "C", "C", "C", "O", "P", "O", "C", "P", "O", "O", "C", "C", "C", "O", "C", "C", "C", "O", "C", "C", "C", "H", "H", "H", "H", "H", "H", "H", "H", "H", "H", "H", "H", "H", "H", "H", "H", "H", "H", "H", "H", "H", "H", "H", "H", "H", "H", "H", "H", "H", "H", "C", "C", "C", "C", "C", "N", "C", "O", "N", "C", "C", "C", "C", "N", "C", "C", "C", "H", "H", "H", "H", "H", "H", "H", "H", "H", "H", "H", "H", "H"],
  "coordinates": [[0.91580, 0.10504, 0.20030], [4.37410, 0.08424, -2.52460], [3.08610, -0.46166, -2.00520], [2.20180, 0.36074, -1.49060], [2.54050, 1.70334, -1.57650], [2.83860, 2.33654, -0.49440], [2.82540, 1.54954, 1.06990], [3.24220, 4.01784, -0.67430], [4.42930, 4.29284, 0.71440], [5.75010, 3.65904, 0.41770], [6.04980, 2.38474, 0.88790], [7.26740, 1.79624, 0.59600], [8.20860, 2.47784, -0.15550], [7.91620, 3.74504, -0.63350], [6.69140, 4.32754, -0.35830], [2.81130, -1.88536, -2.02170], [3.45230, -2.74966, -2.92590], [3.22930, -4.10906, -2.89600], [2.36190, -4.65086, -1.95290], [1.72960, -3.82886, -1.04520], [1.92040, -2.44076, -1.05890], [1.33610, -1.69846, -0.12420], [4.86740, 0.62674, -1.71440], [4.18600, 0.81604, -3.31190], [5.04380, -0.68916, -2.87940], [3.96750, 3.90314, 1.61950], [4.50730, 5.37814, 0.76570], [5.33050, 1.85374, 1.49190], [7.47970, 0.80254, 0.96250], [9.16830, 2.02804, -0.35810], [8.64350, 4.27834, -1.22590], [6.46650, 5.31224, -0.74030], [4.11560, -2.34196, -3.67360], [3.73020, -4.75496, -3.59950], [2.19740, -5.71866, -1.92750], [1.06710, -4.22056, -0.28990], [0.69680, -0.58206, 6.67690], [-0.42010, -0.84706, 5.67950], [-1.75150, -0.28506, 6.14890], [-0.04370, -0.17726, 4.43690], [-0.11720, -0.69026, 2.96870], [0.37430, 0.44104, 2.12700], [-1.80320, -1.17526, 2.48670], [-1.80460, -1.45046, 0.66360], [-1.11740, -0.34256, -0.06210], [-3.27840, -1.71796, 0.19050], [-4.29360, -0.75816, -0.19840], [-3.91240, -0.01526, -1.46910], [-4.59860, 0.20024, 0.93910], [-1.06570, -2.80096, 0.45060], [-1.69570, -4.07646, 0.80430], [-0.72730, -4.89306, 1.64460], [-2.09550, -4.77376, -0.48280], [0.76440, -1.98376, 2.75070], [2.13540, -2.01936, 3.29180], [2.28730, -3.34776, 4.01260], [3.13760, -1.86726, 2.15950], [0.43680, -1.00276, 7.64380], [0.84020, 0.48834, 6.79190], [1.63300, -1.02316, 6.34460], [-0.50990, -1.92056, 5.48080], [-1.66700, 0.78694, 6.29990], [-2.02120, -0.74546, 7.09470], [-2.54380, -0.47606, 5.42890], [-2.45230, -0.34486, 2.76160], [-2.13900, -2.07586, 2.99850], [-5.16370, -1.39606, -0.39090], [-3.08700, 0.66834, -1.28400], [-4.76800, 0.55954, -1.81750], [-3.62260, -0.71156, -2.25200], [-3.72310, 0.81064, 1.15790], [-4.91210, -0.33506, 1.83290], [-5.41030, 0.85474, 0.63520], [-2.59230, -3.85146, 1.39240], [0.08310, -5.28496, 1.03710], [-1.26120, -5.73426, 2.07730], [-0.30520, -4.28846, 2.44280], [-1.24640, -4.83946, -1.15850], [-2.89040, -4.21926, -0.97230], [-2.44800, -5.77676, -0.25990], [2.23910, -1.18036, 3.99290], [2.17830, -4.16536, 3.30500], [1.53970, -3.46056, 4.79380], [3.27150, -3.40626, 4.46640], [3.01000, -2.67766, 1.44260], [4.14630, -1.90916, 2.56470], [3.00980, -0.89946, 1.65160], [-6.68650, -0.50576, -4.75240], [-5.88610, 0.71504, -4.42350], [-4.56730, 0.84794, -4.84400], [-3.85310, 2.01254, -4.62210], [-4.44600, 3.07894, -3.95610], [-3.77820, 4.31554, -3.78990], [-2.46170, 4.55424, -3.65410], [-1.92460, 5.61864, -3.77840], [-1.70050, 3.37724, -3.25760], [-1.43850, 3.15814, -1.94240], [-2.14470, 3.78804, -0.90280], [-1.76850, 3.54564, 0.40170], [-0.71600, 2.67864, 0.66810], [-0.08530, 2.01354, -0.30790], [-0.44720, 2.23164, -1.57130], [-5.76020, 2.95304, -3.51370], [-6.46360, 1.78534, -3.74550], [-6.04820, -1.33716, -5.03820], [-7.34610, -0.28846, -5.59210], [-7.31470, -0.80926, -3.91810], [-4.09360, 0.04344, -5.38630], [-2.85290, 2.10074, -5.01490], [-4.33120, 5.14894, -3.95730], [-0.93850, 3.15334, -3.88570], [-2.94100, 4.48124, -1.12180], [-2.27240, 4.04874, 1.21200], [-0.34200, 2.53644, 1.67800], [0.09420, 1.68514, -2.34510], [-6.23980, 3.78184, -3.01310], [-7.48970, 1.71534, -3.41490]],
  "forces_ev_per_angstrom": [[0.92, 1.95, -0.35], [-0.10, 0.00, -0.03], [-0.09, 0.41, -0.20], [0.92, -0.22, -0.34], [0.48, 1.11, -0.85], [0.39, -0.84, -0.06], [-0.07, 0.26, 0.15], [-0.06, 0.37, 0.05], [-0.36, -0.27, -0.36], [0.18, -0.04, 0.01], [-0.01, 0.08, 0.05], [0.05, -0.09, -0.01], [0.03, -0.04, -0.02], [0.00, 0.03, -0.07], [-0.03, -0.06, 0.08], [-0.51, -0.32, 0.68], [-0.14, 0.08, 0.20], [-0.04, -0.02, -0.06], [0.13, 0.14, -0.07], [-0.21, 0.51, 0.23], [0.86, -1.27, -1.04], [0.48, -1.12, -0.62], [0.01, 0.05, 0.01], [-0.01, 0.05, 0.02], [-0.03, -0.04, -0.01], [0.05, 0.15, 0.06], [-0.08, -0.02, 0.06], [0.05, 0.01, 0.08], [0.07, -0.06, 0.07], [0.08, -0.04, -0.06], [0.07, 0.07, -0.04], [-0.02, 0.14, -0.04], [0.04, 0.03, -0.01], [0.03, -0.02, -0.09], [-0.03, -0.04, 0.04], [0.02, -0.05, -0.01], [-0.14, -0.09, -0.37], [-0.19, -0.20, 0.77], [0.29, -0.07, -0.24], [-0.11, 0.01, -0.78], [-0.13, -1.28, 1.98], [-0.32, 0.12, 1.03], [0.81, 0.29, -0.65], [-1.85, -1.43, 0.19], [-0.53, -0.25, 0.06], [1.26, -0.08, 0.48], [-0.86, 0.71, -0.33], [0.10, -0.31, 0.23], [0.04, -0.39, -0.11], [-0.17, 0.35, 0.03], [-0.21, -0.79, 0.09], [-0.15, 0.35, -0.13], [-0.04, 0.31, 0.21], [-0.96, 0.68, 0.29], [0.89, -0.24, 0.29], [-0.23, 0.35, -0.10], [-0.45, 0.14, 0.08], [-0.03, -0.07, 0.06], [-0.01, 0.13, 0.03], [0.09, -0.06, 0.01], [0.06, 0.04, -0.07], [0.01, 0.14, 0.03], [-0.07, -0.07, 0.06], [-0.12, -0.04, -0.04], [-0.08, 0.08, -0.08], [0.06, -0.10, 0.01], [0.20, 0.10, 0.06], [0.07, 0.11, -0.01], [-0.05, 0.02, -0.04], [-0.01, -0.04, -0.10], [0.06, 0.20, 0.02], [-0.02, -0.01, 0.11], [-0.04, 0.12, 0.01], [0.06, -0.04, -0.03], [0.06, -0.07, -0.01], [-0.04, -0.09, 0.04], [0.03, 0.00, 0.12], [0.12, -0.04, -0.02], [-0.09, -0.01, -0.13], [-0.06, -0.09, 0.01], [-0.05, -0.17, -0.10], [0.02, -0.11, -0.08], [-0.06, -0.02, 0.11], [0.12, -0.01, 0.04], [0.08, 0.02, -0.01], [0.04, 0.05, 0.06], [0.32, -0.42, 0.20], [-0.07, 0.01, -0.05], [0.09, 0.11, 0.04], [-0.10, 0.08, 0.09], [-0.11, 0.05, -0.09], [-0.09, -0.43, -0.05], [-0.61, 0.42, -0.03], [0.65, -0.43, 0.27], [-0.04, 0.28, -0.09], [0.03, 0.04, -0.67], [0.14, -0.23, 0.88], [0.29, -0.23, -0.24], [0.33, -0.22, -0.08], [-0.12, 0.42, 0.47], [-0.87, 1.04, -0.59], [-0.19, 0.36, -0.52], [0.25, 0.11, 0.01], [0.04, -0.07, -0.10], [0.03, -0.09, -0.01], [-0.07, -0.07, -0.05], [-0.05, -0.06, 0.06], [0.03, -0.12, -0.08], [0.01, 0.00, -0.04], [0.14, -0.08, -0.02], [-0.07, 0.20, 0.05], [-0.10, 0.09, -0.06], [0.04, 0.04, 0.10], [-0.16, 0.02, -0.25], [-0.11, 0.13, 0.16], [-0.03, 0.09, 0.08], [-0.11, -0.01, 0.03]]
}

No. 3
{
  "formula": "C5H10MgO4V",
  "method": "wB97M-V/def2-TZVPD",
  "s_squared": 3.845,
  "e_tot_ev": -44661.19585,
  "e_homo_ev": [-5.3905, -5.5672],
  "spin_multiplicity": 4,
  "species": ["O", "C", "C", "O", "C", "C", "O", "V", "H", "H", "H", "H", "H", "H", "H", "H", "C", "O", "Mg", "H", "H"],
  "coordinates": [[-2.05479, 3.23479, 2.18166], [-2.81617, 3.59627, 1.10014], [-2.92448, 2.52280, 0.03820], [-2.60882, 1.35155, 0.60902], [-3.01730, -0.01923, 0.64579], [-1.68110, -0.75531, 0.58836], [-0.73577, -0.21855, 1.46948], [-0.93360, 1.67515, 1.94158], [-2.35716, 4.45592, 0.55682], [-3.85706, 3.90956, 1.33368], [-3.97086, 2.40192, -0.28353], [0.15081, 3.37802, -1.18517], [-3.65806, -0.22326, -0.22265], [-3.57350, -0.21954, 1.57054], [-1.41662, -0.62852, -0.48008], [-1.75071, -1.83267, 0.81792], [0.48615, 2.62471, -0.46037], [0.53059, 1.94294, 0.64391], [1.28012, -0.60320, 1.53250], [1.54051, 2.81050, -0.75547], [-1.43229, 2.82138, -0.85758]],
  "forces_ev_per_angstrom": [[0.37, -0.16, 0.52], [-0.03, 1.62, -0.77], [1.44, 0.39, -1.48], [2.07, -1.77, 2.50], [-0.41, 0.03, -0.38], [-0.18, -0.56, -0.65], [-0.30, -0.85, 0.14], [-0.41, 0.61, -0.82], [-0.41, -0.08, 0.49], [0.36, -0.15, 0.46], [0.56, 0.71, -1.45], [-2.52, -0.19, 1.13], [0.16, -0.17, 0.18], [0.06, 0.28, -0.09], [0.53, -0.23, 0.35], [-0.47, 0.28, -0.34], [5.59, -0.34, 1.06], [-2.50, 2.43, -2.06], [0.15, -0.09, 0.28], [0.35, -0.96, -0.17], [-4.41, -0.81, 1.12]]
}

No. 4
{
  "formula": "C11H56NO16",
  "method": "wB97M-V/def2-TZVPD",
  "charge": 1,
  "e_tot_ev": -46553.09846,
  "e_homo_ev": -11.7423,
  "species": ["C", "C", "C", "C", "N", "C", "C", "C", "C", "C", "C", "C", "H", "H", "H", "H", "H", "H", "H", "H", "H", "H", "H", "H", "H", "H", "H", "H", "H", "H", "H", "H", "H", "H", "H", "H", "O", "H", "H", "O", "H", "H", "O", "H", "H", "O", "H", "H", "O", "H", "H", "O", "H", "H", "O", "H", "H", "O", "H", "H", "O", "H", "H", "O", "H", "H", "O", "H", "H", "O", "H", "H", "O", "H", "H", "O", "H", "H", "O", "H", "H", "O", "H", "H"],
  "coordinates": [[-1.07061, -3.06075, 3.07689], [-1.96761, -2.29975, 2.18289], [-1.32761, -0.99275, 1.63089], [-0.60661, -1.18875, 0.32089], [0.08839, 0.05125, -0.24011], [-0.91161, 0.98525, -0.52611], [-0.36361, 2.03625, -1.50111], [0.25539, 0.99425, -2.49711], [0.67739, -0.21275, -1.55611], [1.16139, 0.47025, 0.77389], [2.19939, -0.53075, 1.30889], [3.28639, 0.12325, 2.14089], [-1.63161, -4.02375, 3.34389], [-0.76961, -2.29275, 3.91889], [-0.29261, -3.50675, 2.47189], [-2.82261, -1.88775, 2.72189], [-2.22861, -3.02775, 1.35189], [-0.80461, -0.43175, 2.35489], [-2.01261, -0.24375, 1.56789], [-1.19761, -1.68875, -0.46211], [-0.08161, -1.99375, 0.58489], [-1.34161, 1.48725, 0.35689], [-1.83561, 0.47325, -1.00011], [0.50739, 2.52925, -0.90511], [-1.19861, 2.92225, -1.85311], [1.04139, 1.48225, -3.10511], [-0.44461, 0.82925, -3.29611], [1.66439, -0.20675, -1.47111], [0.27239, -0.95975, -2.02111], [0.82139, 0.98325, 1.67989], [1.54839, 1.27625, 0.21089], [2.53839, -1.00075, 0.55889], [1.58439, -1.35075, 1.96989], [3.87939, 0.63725, 1.49589], [3.71039, -0.68575, 2.54389], [2.70639, 0.67125, 2.91889], [0.86639, -3.68275, -0.49411], [1.40139, -3.92175, -1.26211], [0.02139, -4.23375, -0.81711], [-3.74961, 1.76425, -2.28111], [-4.47061, 1.96525, -2.93011], [-3.77261, 2.66225, -1.86511], [-3.64861, 4.09725, -0.84811], [-3.78861, 4.01025, 0.07989], [-4.30861, 4.63425, -1.13311], [1.36939, -2.45175, -3.72511], [0.64539, -2.18675, -3.22511], [1.68739, -1.50975, -3.96411], [-2.95861, -1.48375, 5.71189], [-2.11361, -1.64675, 6.17689], [-3.09361, -2.35375, 5.20289], [-1.80161, 5.98825, -1.12111], [-2.51261, 5.33325, -1.28011], [-2.04761, 6.37025, -0.17911], [1.33839, 2.18825, -5.07211], [1.65639, 1.31325, -4.89911], [0.73439, 1.98025, -5.86011], [3.32039, 3.36025, -1.41411], [3.59139, 3.68025, -0.56011], [3.15439, 4.15425, -2.11411], [-3.50961, -0.70775, -1.14011], [-3.57861, 0.14725, -1.67311], [-4.37161, -0.67575, -0.67411], [2.60339, -0.19975, -4.71211], [3.43939, -0.13875, -4.29611], [2.62039, -0.70675, -5.61211], [2.26039, -4.03875, 1.35489], [1.65039, -4.32275, 2.12989], [1.61239, -3.92775, 0.63689], [4.50839, 0.90425, -1.10111], [4.03539, 1.65925, -0.61911], [5.32239, 0.63025, -0.66411], [-0.18361, 2.19425, 3.74289], [0.41839, 2.40925, 4.48489], [-0.94061, 2.21225, 4.31389], [1.06939, -5.60175, 3.27789], [0.88939, -5.10575, 4.20589], [0.41139, -6.32875, 3.39389], [-1.68261, -2.31475, -2.55711], [-2.47761, -1.80275, -2.23911], [-1.56561, -3.00875, -1.93411], [0.13539, 4.09825, 1.68789], [0.19139, 3.45325, 2.40889], [0.58839, 4.77525, 2.40589]],
  "forces_ev_per_angstrom": [[-0.39, -0.41, 1.58], [-0.25, 1.06, -1.65], [-0.21, -1.06, -0.76], [-2.36, 1.27, -0.42], [0.59, -4.09, 2.71], [-5.12, 3.63, -0.35], [0.34, 1.02, 0.70], [0.74, 2.43, 0.21], [-1.33, 5.58, -0.69], [0.23, 1.09, 0.62], [-5.50, 1.14, 5.04], [-5.14, 0.78, 0.29], [0.67, 1.48, 0.71], [-0.09, -2.30, -1.22], [0.95, 0.51, 0.31], [-0.41, -0.78, -0.13], [-0.38, 1.26, 0.65], [1.98, -0.33, 1.29], [-3.13, 1.64, -0.98], [-0.38, 1.31, 0.23], [4.06, -2.34, 0.37], [0.51, -0.43, 0.09], [2.04, 0.52, 0.80], [-1.58, -0.16, -1.39], [2.62, -2.92, 0.87], [0.12, -0.57, 1.10], [-0.78, -1.07, 0.07], [4.29, -0.54, 0.27], [-2.08, -4.86, -1.61], [-1.26, -0.23, -0.43], [1.47, 0.86, -0.40], [3.00, -3.93, -5.44], [1.60, 1.93, -1.49], [1.96, 1.92, -1.22], [2.39, -2.66, 1.91], [1.14, 0.22, -0.35], [-4.59, -1.87, -4.02], [0.82, 0.38, -0.10], [2.40, 1.71, 1.55], [-1.56, 1.61, -1.00], [0.84, -1.04, 0.29], [0.77, -0.86, 0.51], [2.46, -2.60, 0.27], [0.05, -0.24, 1.24], [-3.34, 2.64, -1.45], [2.41, 1.65, -1.51], [-2.61, -0.08, 1.37], [0.03, -2.08, 0.15], [0.47, -2.13, -0.95], [-0.65, 0.17, -0.23], [0.21, 1.96, 1.17], [-1.08, 1.14, 2.65], [0.97, 0.56, 0.31], [0.88, -1.18, -2.97], [-2.03, 0.46, -2.41], [0.85, -0.91, 0.33], [1.18, 0.92, 1.60], [-1.03, 1.93, -3.03], [0.04, 1.13, 0.16], [0.73, -2.72, 3.06], [-1.27, 1.25, -0.40], [0.09, -0.97, 0.61], [0.71, -0.42, -0.28], [-2.00, -1.40, -2.89], [1.67, -0.12, 0.24], [0.62, 1.39, 2.59], [-0.88, -0.43, 3.04], [1.93, 0.36, -1.87], [0.73, -0.25, 0.78], [-1.22, 0.84, 0.63], [1.56, -1.66, -1.19], [-0.25, 0.40, 0.28], [1.14, 0.20, 1.30], [0.64, -0.20, -0.89], [-1.69, -0.20, -0.19], [-1.84, 0.78, 4.09], [0.90, -1.52, -3.18], [0.78, 0.53, -0.51], [-0.79, 1.49, -0.65], [0.82, -0.72, -0.22], [-0.09, -0.93, 0.66], [2.27, 2.67, 3.72], [-0.80, -1.30, -0.55], [-1.58, -1.30, -3.38]]
}